Model a:
The molecule C8H16N2O3. Source: the OMol25 dataset; level of theory: the ωB97M-V functional and the def2-TZVPD basis.

Its total charge is 0. Its SMILES is CC(C)[C@H](NC(=O)[C@H](C)N)C(=O)O. As for the molar mass: 188.227 g/mol. The frontier orbital gap is 9.80 eV.

Each line ends with the Mulliken charge.
Cartesian coordinates (Å):
C: 2.147 -2.031 0.538  -1.3751
C: 1.570 -1.472 -0.785  0.2636
C: 1.329 -2.680 -1.810  -1.2390
C: 0.287 -0.555 -0.942  0.4593
N: 0.396 0.468 -0.046  -0.1194
C: 0.063 1.790 -0.092  0.0861
O: 0.179 2.588 -1.040  -0.6847
C: -0.822 2.310 1.091  0.4576
C: -0.032 3.329 1.895  -1.2035
N: -1.373 1.306 1.999  -0.6929
C: -0.902 -1.343 -0.475  0.0496
O: -1.028 -1.567 0.755  -0.6087
O: -1.715 -1.735 -1.438  -0.3909
H: 1.481 -2.648 1.192  0.2388
H: 3.131 -2.608 0.405  0.3894
H: 2.502 -1.171 1.045  0.4072
H: 2.492 -0.959 -1.222  0.2864
H: 0.470 -3.437 -1.561  0.2436
H: 0.678 -2.273 -2.620  0.3467
H: 2.211 -3.268 -1.978  0.3980
H: 0.229 -0.193 -2.066  0.3290
H: -0.064 0.229 0.752  0.3135
H: -1.646 2.675 0.481  0.2791
H: 0.820 2.828 2.356  0.3384
H: -0.671 3.681 2.760  0.3130
H: 0.178 4.171 1.159  0.3223
H: -2.043 1.881 2.578  0.3206
H: -1.843 0.541 1.508  0.1122
H: -2.425 -2.250 -1.200  0.3597

---

Model b:
The molecule C8H16N2O3. Source: the OMol25 dataset; level of theory: the ωB97M-V functional and the def2-TZVPD basis.

Its total charge is 0. Its SMILES is CC[C@H](C)[C@H](N)C(=O)NCC(=O)O. As for the molar mass: 188.227 g/mol. The frontier orbital gap is 10.13 eV.

Each line ends with the Mulliken charge.
Cartesian coordinates (Å):
C: 3.294 -1.411 -0.266  -1.0832
C: 2.419 -0.528 0.808  -0.7890
C: 1.631 0.559 0.279  0.5757
C: 1.107 1.570 1.319  -1.8684
C: 0.627 0.287 -0.892  0.6336
N: -0.055 1.588 -1.450  -0.8124
C: -0.460 -0.633 -0.531  -0.0451
O: -0.308 -1.773 -0.939  -0.6876
N: -1.613 -0.058 -0.274  -0.0979
C: -2.609 -0.935 0.081  -0.5392
C: -4.011 -0.206 0.028  0.4940
O: -4.263 0.830 -0.596  -0.5849
O: -4.909 -0.737 0.924  -0.4365
H: 2.831 -2.365 -0.591  0.2177
H: 3.557 -0.692 -1.072  0.3133
H: 4.177 -1.678 0.341  0.3698
H: 1.637 -1.165 1.385  0.2569
H: 3.026 -0.287 1.643  0.5500
H: 2.308 1.184 -0.325  0.1989
H: 0.619 2.416 0.970  0.4553
H: 0.698 1.077 2.251  0.2983
H: 2.024 1.949 1.807  0.4719
H: 1.041 -0.304 -1.696  0.2478
H: -0.758 1.449 -2.130  0.1936
H: 0.681 2.208 -1.867  0.2513
H: -1.635 1.011 -0.334  0.4111
H: -2.581 -1.240 1.087  0.3396
H: -2.783 -1.910 -0.570  0.3096
H: -5.691 -0.206 0.609  0.3559

---

Here are the energies relative to the best structure, in hartree: model a 0.0062; model b 0.0000.

---

Model a:
A cluster of 2 separate species, CHClN2O2S in total. Source: the OMol25 dataset; level of theory: the ωB97M-V functional and the def2-TZVPD basis.

Its total charge is 0. As for the molar mass: 140.551 g/mol. The frontier orbital gap is 7.88 eV.

Each line ends with the Mulliken charge.
Cartesian coordinates (Å):
C: -0.807 -2.082 -1.243  0.2947
N: -0.576 -2.798 -2.120  -0.3168
N: 0.503 -0.728 0.830  -0.5306
O: -1.093 2.006 0.567  -0.3778
O: 1.368 1.961 0.525  -0.3999
S: 0.158 2.602 1.018  0.7479
Cl: -0.870 -0.853 -0.076  0.3129
H: 1.318 -0.108 0.498  0.2696

---

Model b:
The molecule CHClN2O2S. Source: the OMol25 dataset; level of theory: the ωB97M-V functional and the def2-TZVPD basis.

Its total charge is 0. Its SMILES is N#CS(=O)(=O)NCl. As for the molar mass: 140.551 g/mol. The frontier orbital gap is 10.84 eV.

Each line ends with the Mulliken charge.
Cartesian coordinates (Å):
N: 2.816 1.271 0.854  -0.2747
C: 1.833 0.841 1.222  0.3095
S: 0.408 0.034 1.723  1.0066
O: 0.854 -0.885 2.736  -0.5239
O: -0.647 0.934 1.922  -0.5262
N: -0.015 -0.719 0.266  -0.3219
Cl: 1.086 -1.806 -0.516  0.0018
H: -0.617 -0.052 -0.287  0.3289

---

Here are the energies relative to the best structure, in hartree: model a 0.1088; model b 0.0000.